The following is a quantum chemistry calculation of a molecular structure, C51H49F3GeN7OsP2Te in a non-equilibrium geometry, from the OMol25 dataset.

Element x y z (Å)
Os1 1.101 -0.279 0.229
Te1 -0.807 4.239 -1.357
C1 -1.546 5.634 0.093
C2 -0.771 6.158 1.115
C3 -1.358 7.084 1.970
N1 -2.617 7.490 1.855
C4 -3.353 6.978 0.875
C5 -2.865 6.046 -0.032
C6 -0.628 2.578 -0.014
P1 0.946 1.989 0.596
C7 2.055 3.422 0.576
C8 2.215 4.230 1.698
C9 2.978 5.385 1.609
C10 3.584 5.734 0.411
C11 3.452 4.913 -0.700
C12 2.691 3.759 -0.619
C13 0.769 1.631 2.384
C14 1.884 0.993 2.951
C15 1.873 0.629 4.287
C16 0.756 0.905 5.066
C17 -0.351 1.527 4.506
C18 -0.354 1.882 3.165
P2 -1.690 1.272 -0.626
C19 -1.676 1.297 -2.447
C20 -0.438 1.040 -3.045
C21 -0.316 1.032 -4.424
C22 -1.429 1.283 -5.216
C23 -2.656 1.544 -4.626
C24 -2.784 1.559 -3.244
C25 -3.340 1.771 -0.061
C26 -3.439 2.768 0.909
C27 -4.676 3.161 1.395
C28 -5.829 2.563 0.909
C29 -5.743 1.574 -0.060
C30 -4.506 1.172 -0.538
H1 0.263 5.868 1.243
H2 -0.786 7.526 2.779
H3 -4.378 7.326 0.810
H4 -3.502 5.656 -0.815
H5 1.741 3.966 2.634
H6 3.097 6.015 2.481
H7 4.160 6.647 0.341
H8 3.939 5.170 -1.631
H9 2.588 3.106 -1.478
H10 2.775 0.845 2.346
H11 2.735 0.137 4.718
H12 0.750 0.637 6.114
H13 -1.217 1.736 5.121
H14 -1.223 2.357 2.727
H15 0.427 0.849 -2.417
H16 0.645 0.833 -4.879
H17 -1.337 1.280 -6.294
H18 -3.522 1.746 -5.241
H19 -3.743 1.779 -2.799
H20 -2.540 3.240 1.283
H21 -4.739 3.933 2.150
H22 -6.796 2.857 1.296
H23 -6.642 1.105 -0.435
H24 -4.453 0.379 -1.269
C31 1.543 -2.761 -2.002
C32 1.552 -3.221 -0.586
N2 1.295 -2.463 0.467
C33 1.495 -3.239 1.585
C34 1.870 -4.482 1.201
N3 1.897 -4.461 -0.177
C35 2.271 -5.588 -1.011
N4 1.362 -6.678 -0.849
N5 1.778 -7.833 -0.260
N6 0.825 -8.668 -0.250
C36 -0.285 -8.097 -0.836
C37 -1.563 -8.603 -1.071
C38 -2.469 -7.761 -1.678
C39 -2.127 -6.450 -2.047
C40 -0.866 -5.938 -1.830
C41 0.054 -6.793 -1.226
H25 1.161 -1.741 -2.042
H26 0.919 -3.391 -2.637
H27 2.558 -2.748 -2.403
H28 1.372 -2.845 2.579
H29 2.098 -5.369 1.767
H30 3.253 -5.954 -0.718
H31 2.294 -5.260 -2.049
H32 -1.814 -9.614 -0.782
H33 -3.472 -8.114 -1.877
H34 -2.877 -5.826 -2.517
H35 -0.616 -4.924 -2.116
F1 8.008 0.580 -1.144
C42 7.416 0.432 0.062
F2 8.101 -0.517 0.731
F3 7.630 1.599 0.728
C43 5.972 0.103 -0.059
C44 5.360 -0.824 0.809
C45 4.031 -1.101 0.672
N7 3.222 -0.515 -0.282
C46 3.846 0.384 -1.125
C47 5.165 0.716 -1.039
H36 5.944 -1.340 1.558
H37 3.565 -1.818 1.334
H38 3.218 0.817 -1.895
H39 5.595 1.415 -1.743
C48 -3.355 -2.294 -1.220
Ge1 -2.457 -1.706 0.452
C49 -1.584 -3.331 1.137
C50 -3.723 -1.146 1.854
C51 -1.089 -0.371 -0.199
H40 -3.959 -3.180 -1.023
H41 -2.598 -2.548 -1.966
H42 -4.000 -1.535 -1.658
H43 -2.373 -4.044 1.382
H44 -1.011 -3.133 2.042
H45 -0.932 -3.795 0.398
H46 -4.231 -2.048 2.195
H47 -4.473 -0.450 1.489
H48 -3.212 -0.689 2.701
H49 -0.957 -0.795 -1.205

Values from the calculation:
<S²> = 6.04
HOMO energy (spin up / spin down) = -7.24 / -10.59 eV
gap between HOMO and LUMO (spin up / spin down) = 4.98 / 5.68 eV
total charge = +1
strongest force on any atom = 1.4 eV/A
energy relative to the best compared isomer or geometry (same formula, charge and spin) = 0.928 eV
multiplicity = 5